(1)
Entry from the OMol25 dataset: the molecule C9H16N4O2 in a non-equilibrium geometry (ωB97M-V/def2-TZVPD).

As for the charge: 0. As for the structure (SMILES): C[C@@H]1CCC[C@H](C)N1N(CC#N)[N+](=O)[O-]. Its largest force on an atom is 5.0 eV/Å. For the LUMO energy, the calculation gives 0.273 eV. As for the HOMO energy: -9.494 eV.

Last column: Mulliken charge in e.
Element x y z (Å)
C1 2.786 -2.013 -0.098  0.265
C2 -1.625 1.633 -0.236  -0.721
C3 -0.815 1.504 1.121  -0.736
C4 -1.367 0.345 -0.992  -1.004
C5 0.069 0.243 1.248  -0.149
C6 0.068 0.124 -1.200  0.691
C7 -0.586 -1.124 1.676  -1.256
C8 0.321 -1.007 -2.193  -1.461
C9 3.271 -0.663 0.128  -0.511
N1 2.502 -3.132 -0.164  -0.450
N2 0.747 -0.111 0.034  0.650
N3 2.200 0.352 -0.103  -0.104
N4 2.599 1.657 0.239  0.875
O1 3.760 1.858 0.600  -0.688
O2 1.776 2.531 0.094  -0.601
H1 -2.619 1.728 -0.042  0.446
H2 -1.276 2.542 -0.869  0.279
H3 -0.148 2.480 1.234  0.212
H4 -1.507 1.513 1.979  0.510
H5 -1.634 -0.532 -0.499  0.415
H6 -1.910 0.376 -2.050  0.317
H7 0.738 0.275 2.122  0.313
H8 0.477 0.975 -1.729  0.019
H9 -0.530 -1.746 0.737  0.293
H10 -1.575 -0.965 2.038  0.344
H11 0.140 -1.552 2.369  0.398
H12 0.165 -2.086 -1.984  0.278
H13 1.545 -1.010 -2.428  0.232
H14 -0.134 -0.890 -3.190  0.419
H15 3.821 -0.581 1.158  0.352
H16 4.103 -0.339 -0.442  0.375

---

(2)
Entry from the OMol25 dataset: the molecule C21H22N2O4 (ωB97M-V/def2-TZVPD).

As for the charge: 0. As for the structure (SMILES): CCCCc1cc(=O)oc2cc(OCC(=O)NCc3ccccn3)ccc12. Its largest force on an atom is 0.9 eV/Å. For the LUMO energy, the calculation gives -0.025 eV. As for the HOMO energy: -8.609 eV.

Last column: Mulliken charge in e.
Element x y z (Å)
C1 4.172 2.587 -1.964  -1.557
C2 3.646 1.160 -1.857  0.031
C3 4.391 0.335 -0.806  -0.570
H1 5.462 0.519 -0.914  0.436
H2 4.219 -0.728 -0.988  0.398
C4 3.983 0.646 0.644  -1.302
C5 2.668 0.014 0.997  1.294
C6 2.639 -1.288 1.367  -0.300
C7 1.423 -1.993 1.705  -0.171
O1 1.352 -3.156 2.017  -0.644
O2 0.263 -1.262 1.665  -0.431
C8 0.248 0.029 1.282  -0.338
C9 -1.005 0.636 1.236  0.169
C10 -1.116 1.951 0.818  0.176
C11 0.044 2.666 0.482  -1.435
C12 1.275 2.070 0.548  -0.282
C13 1.418 0.729 0.933  0.368
H3 2.146 2.649 0.290  0.392
H4 -0.062 3.694 0.173  0.484
O3 -2.282 2.631 0.672  -0.531
C14 -3.493 1.999 1.028  -0.398
H5 -3.497 1.706 2.084  0.350
C15 -3.844 0.760 0.189  0.503
O4 -4.626 -0.069 0.592  -0.644
N1 -3.236 0.723 -1.013  -0.105
H6 -2.577 1.454 -1.239  0.264
C16 -3.189 -0.479 -1.819  -1.314
C17 -1.862 -1.183 -1.649  0.711
N2 -1.901 -2.371 -1.066  -0.539
C18 -0.772 -3.022 -0.862  -0.319
C19 0.468 -2.525 -1.238  -0.675
C20 0.515 -1.279 -1.843  -0.177
C21 -0.669 -0.590 -2.050  -0.328
H7 -0.665 0.382 -2.522  0.443
H8 1.459 -0.853 -2.153  0.543
H9 1.366 -3.095 -1.057  0.429
H10 -0.864 -3.980 -0.371  0.389
H11 -3.354 -0.216 -2.869  0.390
H12 -3.985 -1.137 -1.468  0.410
H13 -4.267 2.757 0.878  0.336
H14 -1.857 0.036 1.512  0.577
H15 3.542 -1.875 1.433  0.476
H16 4.745 0.229 1.305  0.438
H17 3.959 1.722 0.803  0.535
H18 3.765 0.676 -2.829  0.409
H19 2.580 1.178 -1.623  -0.001
H20 4.098 3.113 -1.016  0.307
H21 3.604 3.145 -2.705  0.378
H22 5.217 2.583 -2.267  0.424

---

(3)
Entry from the OMol25 dataset: a cluster of 12 separate species, C22H26Cl34FNO4PS in total in a non-equilibrium geometry (ωB97M-V/def2-TZVPD).

As for the charge: -1. Its largest force on an atom is 11.3 eV/Å. For the LUMO energy, the calculation gives 1.497 eV. As for the HOMO energy: -6.446 eV.

Last column: Mulliken charge in e.
Element x y z (Å)
C1 -6.251 -1.412 -1.421  -1.124
C2 -4.611 -1.764 -1.455  0.120
C3 -3.665 -0.447 -1.196  -0.855
P1 -2.844 0.327 -2.762  0.527
Cl1 -4.645 0.277 -3.894  -0.377
N1 -3.298 1.998 -2.328  -0.640
C4 -2.777 2.463 -1.179  0.581
O1 -2.473 2.780 0.112  -0.424
S1 -0.882 0.427 -1.917  0.718
O2 0.002 1.613 -2.476  -0.440
O3 -0.103 -0.849 -2.439  -0.641
F1 -0.711 0.391 -0.241  -0.207
O4 -4.249 -2.646 -2.556  -0.331
C5 -3.389 -3.767 -2.161  -0.395
C6 -4.207 -5.023 -1.432  0.422
C7 -3.493 -5.573 -0.022  -0.276
C8 -4.172 -6.773 0.880  -0.395
C9 -5.599 -7.392 0.316  -0.316
C10 -6.319 -6.879 -1.101  -0.381
C11 -5.622 -5.662 -2.003  -0.318
H1 -6.665 -1.491 -2.522  0.246
H2 -6.801 -2.237 -0.797  0.315
H3 -6.465 -0.354 -0.957  0.274
H4 -4.495 -2.435 -0.470  0.305
H5 -4.413 0.319 -0.661  0.197
H6 -2.912 -0.762 -0.358  0.360
H7 -2.238 0.910 -3.972  0.124
H8 -2.481 -0.947 -3.314  0.170
H9 -2.490 -3.418 -1.499  0.258
H10 -2.972 -4.239 -3.176  0.263
H11 -2.487 -5.070 0.354  0.198
H12 -3.640 -7.086 1.874  0.283
H13 -6.104 -8.225 0.975  0.254
H14 -7.354 -7.338 -1.465  0.262
H15 -6.127 -5.257 -2.987  0.318
C12 1.739 -1.262 -5.694  0.428
Cl2 3.376 -1.939 -5.699  -0.155
Cl3 1.724 0.334 -6.463  -0.063
Cl4 0.611 -2.357 -6.511  -0.151
H16 1.417 -1.147 -4.656  -0.055
C13 -0.840 3.089 2.979  0.388
Cl5 -0.426 4.198 4.297  -0.156
Cl6 0.313 3.253 1.643  -0.063
Cl7 -0.884 1.417 3.562  -0.132
H17 -1.835 3.351 2.609  -0.065
C14 3.015 2.630 6.222  -0.085
Cl8 1.595 2.242 5.236  -0.024
Cl9 3.317 1.350 7.409  -0.119
Cl10 4.438 2.873 5.194  -0.129
H18 2.817 3.560 6.761  0.340
C15 -2.567 6.542 1.155  0.039
Cl11 -3.404 5.443 2.265  -0.148
Cl12 -2.917 6.112 -0.528  -0.107
Cl13 -3.030 8.222 1.476  -0.122
H19 -1.491 6.444 1.319  0.324
C16 5.337 -0.145 2.424  0.344
Cl14 3.917 -0.533 1.438  -0.093
Cl15 5.639 -1.425 3.611  -0.105
Cl16 6.760 0.098 1.396  -0.145
H20 5.139 0.785 2.963  -0.011
C17 2.911 -3.541 5.991  -0.078
Cl17 3.451 -4.615 7.292  -0.079
Cl18 3.086 -1.844 6.472  -0.045
Cl19 3.816 -3.862 4.502  -0.113
H21 1.852 -3.737 5.800  0.310
C18 1.896 3.775 -4.924  0.533
Cl20 3.614 3.646 -4.510  -0.158
Cl21 0.975 4.435 -3.561  -0.051
Cl22 1.676 4.779 -6.367  -0.187
H22 1.518 2.772 -5.141  -0.174
C19 3.917 -4.502 11.175  -0.040
Cl23 2.165 -4.754 11.273  -0.114
Cl24 4.697 -5.869 10.361  -0.114
Cl25 4.281 -2.986 10.332  -0.072
H23 4.312 -4.434 12.192  0.342
C20 1.028 7.943 -1.903  0.022
Cl26 1.738 9.524 -1.536  -0.148
Cl27 -0.393 7.648 -0.887  -0.033
Cl28 0.598 7.837 -3.619  -0.110
H24 1.772 7.172 -1.686  0.278
C21 -0.139 2.145 -9.698  -0.057
Cl29 0.275 3.253 -8.380  -0.035
Cl30 1.014 2.308 -11.034  -0.144
Cl31 -0.183 0.472 -9.115  -0.077
H25 -1.134 2.406 -10.068  0.316
C22 10.777 0.465 2.155  0.450
Cl32 11.318 -0.610 3.456  -0.126
Cl33 10.952 2.161 2.636  -0.123
Cl34 11.682 0.144 0.666  -0.123
H26 9.719 0.269 1.964  -0.063

---

(4)
Entry from the OMol25 dataset: the molecule C4H9NO (ωB97M-V/def2-TZVPD).

As for the charge: 0. Its largest force on an atom is 0.5 eV/Å. For the LUMO energy (alpha / beta), the calculation gives 0.851 / 0.823 eV. As for the HOMO energy (alpha / beta): -6.903 / -6.388 eV.

Last column: Mulliken charge in e.
Element x y z (Å)
C1 -0.690 -0.034 -1.140  -1.109
C2 -1.573 -0.726 1.553  -0.687
O1 -0.721 0.311 1.743  -0.267
C3 0.217 0.658 0.944  -0.012
N1 0.450 -0.035 -0.222  -0.019
C4 1.713 0.251 -0.868  -0.983
H1 -1.615 0.043 -0.553  0.454
H2 -0.619 0.806 -1.845  0.371
H3 -0.720 -0.980 -1.690  0.306
H4 -2.149 -0.911 2.451  0.228
H5 -1.128 -1.551 1.000  0.281
H6 0.809 1.512 1.254  0.407
H7 1.764 1.294 -1.224  0.383
H8 1.829 -0.408 -1.734  0.294
H9 2.540 0.068 -0.177  0.353

---

(5)
Entry from the OMol25 dataset: the ion C5H2F2NO2S with charge -1 in a non-equilibrium geometry (ωB97M-V/def2-TZVPD).

As for the charge: -1. As for the structure (SMILES): O=C(F)O/C(F)=C1/[N-]C=CS1. Its largest force on an atom is 2.7 eV/Å. For the LUMO energy (alpha / beta), the calculation gives 3.420 / 3.420 eV. As for the HOMO energy (alpha / beta): -2.405 / -2.404 eV.

Last column: Mulliken charge in e.
Element x y z (Å)
C1 2.322 -0.513 -0.061  -0.455
C2 2.136 0.814 0.107  -0.286
C3 0.125 -0.548 0.142  0.554
C4 -2.360 0.712 -0.281  0.531
C5 -1.124 -1.120 0.483  0.029
N1 1.219 -1.303 -0.129  -0.702
O1 -2.187 -0.140 0.684  -0.274
O2 -2.035 0.621 -1.418  -0.436
F1 -3.134 1.816 0.161  -0.282
F2 -1.503 -2.229 -0.178  -0.268
S1 0.468 1.108 0.607  -0.180
H1 3.240 -0.932 -0.229  0.499
H2 2.832 1.716 0.112  0.270